[1]
Below is a structure of composition C7H15ClI2N2OPRu in a non-equilibrium geometry, with properties calculated with the ωB97M-V functional and the def2-TZVPD basis.

Structure (XYZ):
```
30
Properties=species:S:1:pos:R:3:lowdin_spin:R:1
I -4.00 -1.27 -0.71 0.4830
I -4.05 1.24 -0.80 0.4890
Ru 1.09 0.00 -0.02 2.0320
P 0.36 0.00 -2.08 0.0754
C -1.24 -0.01 -2.92 0.0033
C 1.12 1.52 -2.73 0.0439
H 2.14 -1.57 -2.31 0.0057
H 1.11 -1.51 -3.81 0.0071
H 0.53 -2.36 -2.33 0.0017
C 1.13 -1.52 -2.72 0.0441
H 2.13 1.58 -2.33 0.0053
H 1.11 1.51 -3.83 0.0071
H -1.13 -0.01 -4.03 -0.0001
H -1.84 0.87 -2.63 0.0020
H 0.52 2.36 -2.37 0.0015
H -1.83 -0.89 -2.63 0.0020
C -0.66 0.03 0.44 0.0025
O -1.71 0.05 0.97 0.0068
Cl 3.36 0.01 -0.61 0.4738
C 1.14 0.67 5.14 0.0120
N 0.16 -0.06 4.34 0.1100
C -1.04 -0.66 4.97 0.0114
C 0.39 -0.11 3.06 0.0426
N 1.10 0.01 2.11 0.1197
H 0.90 0.56 6.19 0.0005
H 1.12 1.72 4.87 0.0048
H 2.11 0.26 4.92 0.0039
H -1.96 -0.15 4.66 0.0049
H -1.11 -1.71 4.71 0.0038
H -0.94 -0.56 6.06 0.0002
```

- Expectation value of S²: 6.034
- ΔE to the lowest compared entry with this formula, charge and spin: 0.7477 eV
- Net charge: +3
- Multiplicity: 5
- LUMO (alpha / beta): -11.804 / -14.325 eV



[2]
Below is a cluster of 2 separate species, C3H8N4O in total in a non-equilibrium geometry, with properties calculated with the ωB97M-V functional and the def2-TZVPD basis.

Structure (XYZ):
```
16
Properties=species:S:1:pos:R:3:mulliken_charge:R:1
C -1.68 -0.06 -0.52 -0.8586
C 0.92 1.01 0.08 -0.1268
C 1.01 -0.49 -0.05 0.3576
H -1.09 -0.83 -1.16 0.4424
H -2.68 -0.04 -0.48 0.4361
H -1.13 -0.36 0.47 0.2272
H -1.79 1.96 -1.49 0.2779
H 1.80 1.71 0.36 0.3547
H 0.31 -0.35 -1.78 0.3676
H 0.94 -2.36 1.18 0.3744
H 0.73 0.07 2.71 0.3487
N -1.19 1.19 -1.06 -0.0920
N -0.06 1.74 -0.43 -0.4691
N 0.56 -1.18 -1.08 -0.8472
N 1.51 -1.30 0.88 -0.3224
O 1.85 -0.70 2.36 -0.4704
```

- ΔE to the lowest compared entry with this formula, charge and spin: 9.8374 eV
- LUMO: -0.280 eV



[3]
Below is the molecule C5H3N3 in a non-equilibrium geometry, with properties calculated with the ωB97M-V functional and the def2-TZVPD basis.

Structure (XYZ):
```
11
Properties=species:S:1:pos:R:3:mulliken_charge:R:1
C 0.55 0.84 0.03 0.3110
C 1.84 -0.90 -0.01 0.0869
C -0.25 -0.49 -0.08 0.8525
C -1.51 -0.43 -0.03 -0.3587
C -2.68 -0.24 0.20 -0.3862
H 0.93 2.62 -0.23 0.3371
H 2.39 -1.90 -0.07 0.3244
H -3.67 -0.25 0.07 0.4764
N 0.03 1.91 -0.09 -0.4784
N 1.87 0.34 0.29 -0.5735
N 0.50 -1.49 -0.08 -0.5915
```

- SMILES string: [H]/N=C1\N=CN=C1C#C
- ΔE to the lowest compared entry with this formula, charge and spin: 4.3979 eV
- LUMO: -1.259 eV



[4]
Below is a structure of composition C23H27Cl3F3N7O5S2V in a non-equilibrium geometry, with properties calculated with the ωB97M-V functional and the def2-TZVPD basis.

Structure (XYZ):
```
71
Properties=species:S:1:pos:R:3:lowdin_spin:R:1
V -0.33 -2.06 -1.23 0.9509
C 1.81 1.47 -4.74 0.0013
N 0.66 0.68 -4.31 0.0070
C -0.57 1.44 -4.18 0.0006
C 0.84 -0.39 -3.45 0.0173
N 0.19 -0.56 -2.36 0.0008
N 1.80 -1.28 -3.92 0.0033
C 2.31 -2.40 -3.28 0.0000
N 3.18 -3.11 -4.07 -0.0001
N 2.03 -2.64 -2.06 0.0030
H 1.81 2.44 -4.24 0.0003
H 1.77 1.64 -5.82 -0.0001
H 2.74 0.96 -4.49 0.0000
H -0.80 1.90 -5.14 0.0000
H -0.49 2.24 -3.43 0.0001
H -1.39 0.78 -3.91 0.0001
H -0.36 0.26 -2.12 0.0018
H 2.05 -1.15 -4.88 0.0002
H 3.02 -3.11 -5.07 0.0000
H 3.43 -4.02 -3.71 0.0000
H 2.46 -3.48 -1.70 0.0001
Cl 2.68 5.54 -0.29 0.0000
C 1.95 4.37 0.75 0.0000
C 0.87 3.62 0.30 0.0000
C 0.30 2.69 1.14 -0.0001
C 0.78 2.47 2.43 0.0000
C 0.10 1.41 3.29 0.0000
C 0.97 0.15 3.49 0.0003
N 1.29 -0.45 2.21 0.0040
C 2.29 -0.06 1.36 -0.0011
C 2.03 -0.66 0.17 0.0040
N 0.88 -1.41 0.26 0.0047
C 0.46 -1.25 1.50 0.0110
O -0.25 1.89 4.56 0.0000
C -1.51 2.54 4.59 0.0000
C -2.63 1.55 4.72 0.0000
C -3.03 1.01 5.90 0.0000
Cl -2.42 1.39 7.45 0.0000
S -4.27 -0.18 5.71 0.0000
C -4.26 0.05 4.01 -0.0001
C -3.35 0.98 3.62 -0.0001
C 1.87 3.24 2.86 0.0000
Cl 2.59 3.03 4.42 0.0000
C 2.45 4.19 2.02 0.0000
H 0.48 3.77 -0.70 0.0000
H -0.52 2.08 0.78 0.0000
H -0.80 1.09 2.75 -0.0001
H 0.41 -0.55 4.10 0.0001
H 1.88 0.42 4.02 0.0000
H 3.09 0.59 1.67 -0.0001
H 2.60 -0.62 -0.74 0.0003
H -0.42 -1.71 1.92 0.0006
H -1.65 3.14 3.68 0.0000
H -1.49 3.21 5.45 0.0000
H -4.93 -0.53 3.39 0.0000
H -3.19 1.27 2.59 -0.0001
H 3.30 4.76 2.37 0.0000
C -3.07 -1.50 0.04 -0.0060
C -1.74 -0.91 -0.42 -0.0289
O -1.59 0.33 -0.30 -0.0093
H -3.60 -0.79 0.69 -0.0006
H -2.94 -2.46 0.54 -0.0002
H -3.67 -1.67 -0.86 -0.0007
F 0.00 -3.96 -3.87 0.0000
C -0.41 -4.84 -2.94 -0.0004
F -0.92 -5.87 -3.60 -0.0003
F 0.66 -5.29 -2.27 0.0003
S -1.71 -4.06 -1.81 0.0044
O -1.04 -3.90 -0.51 0.0261
O -2.78 -5.00 -1.85 0.0003
O -1.93 -2.78 -2.47 0.0055
```

- Expectation value of S²: 0.765
- ΔE to the lowest compared entry with this formula, charge and spin: 2.1238 eV
- Multiplicity: 2
- LUMO (alpha / beta): 0.039 / 0.034 eV